Computed, not measured: C50H63N6NiO3S2SiTe as an isolated structure at a distorted geometry, with the ωB97M-V functional and the def2-TZVPD basis.

The geometry in XYZ format:
```
127
C50H63N6NiO3S2SiTe the ωB97M-V functional and the def2-TZVPD basis
Ni -0.2965 -0.7437 -0.0758
O 1.4095 -4.2232 -5.8366
C 2.4039 -3.4696 -5.1716
C 1.8285 -2.8191 -3.9427
C 2.6277 -2.5491 -2.8070
C 2.0494 -1.9216 -1.7295
N 0.7660 -1.5698 -1.6730
C -0.0317 -1.8093 -2.7750
C 0.5184 -2.4362 -3.9110
C -1.3978 -1.4322 -2.7024
C -2.2470 -1.4371 -3.8264
C -3.5795 -1.1382 -3.7029
C -4.4776 -1.1390 -4.9110
O -3.9797 -0.3372 -5.9651
C -4.0739 -0.8001 -2.4293
C -3.1833 -0.7541 -1.3707
N -1.8808 -1.0330 -1.4692
H 1.7296 -4.4754 -6.7101
H 2.8033 -2.6833 -5.8369
H 3.2454 -4.1195 -4.8821
H 3.6690 -2.8279 -2.7998
H 2.6419 -1.6817 -0.8551
H -0.1139 -2.6671 -4.7490
H -1.8400 -1.6456 -4.8005
H -5.4870 -0.8152 -4.6204
H -4.5398 -2.1474 -5.3362
H -3.7610 0.5312 -5.6101
H -5.1127 -0.5645 -2.2652
H -2.8029 -0.0361 0.4706
C 2.5837 0.0867 5.6080
Si 1.7373 -1.4796 4.9037
C 3.0498 -2.4368 3.9219
C 1.1975 -2.5808 6.3598
C 0.1997 -0.8415 3.9818
C -0.8248 -0.2492 4.7078
C -1.8625 0.4076 4.0593
C -1.8730 0.4284 2.6798
N -0.9484 -0.1887 1.9455
C 0.0789 -0.7941 2.5846
S 1.2591 -1.4274 1.5033
H 3.2161 -0.1705 6.4534
H 1.8572 0.8176 5.9492
H 3.2092 0.5708 4.8646
H 3.9110 -2.6422 4.5513
H 3.3865 -1.8822 3.0533
H 2.6525 -3.3880 3.5822
H 2.0776 -2.9278 6.8934
H 0.6506 -3.4559 6.0281
H 0.5748 -2.0442 7.0679
H -0.8046 -0.2714 5.7895
H -2.6343 0.9179 4.6120
H -2.6438 0.9923 2.1691
C 1.9489 6.4277 -4.6191
C 1.4773 5.2955 -3.7586
C 2.2497 4.8229 -2.7098
C 1.8031 3.8071 -1.8797
C 2.6840 3.3197 -0.7764
C 0.5418 3.2478 -2.0857
Te -0.2227 1.7583 -0.7078
N -3.5902 -0.2670 -0.1291
C -4.8329 -0.4113 0.4308
O -5.6747 -1.1883 0.0342
C -5.1693 0.6118 1.4728
C -5.7483 0.2811 2.6930
C -6.3002 1.2723 3.4849
C -6.2909 2.5937 3.0709
C -5.6724 2.9364 1.8809
C -5.1117 1.9505 1.0901
C -0.4102 2.9879 1.0550
C 0.3995 2.8351 2.1823
C 1.6486 2.0040 2.2111
C 0.0449 3.4857 3.3617
C -1.0788 4.2839 3.4516
C -1.4676 4.9472 4.7379
C -1.8375 4.4723 2.3029
C -1.5191 3.8409 1.1116
C -2.3601 4.1154 -0.0976
C -0.2179 3.6540 -3.1821
C -1.5314 3.0353 -3.5634
C 0.2564 4.6807 -3.9894
H 2.9487 6.7382 -4.3267
H 1.2797 7.2820 -4.5205
H 1.9644 6.1389 -5.6688
H 3.2235 5.2563 -2.5302
H 3.7105 3.6430 -0.9271
H 2.6602 2.2293 -0.7387
H 2.3288 3.7081 0.1766
H -5.7787 -0.7473 3.0159
H -6.7587 1.0141 4.4282
H -6.7640 3.3516 3.6794
H -5.6340 3.9687 1.5643
H -4.6650 2.2112 0.1412
H 1.7236 1.3620 1.3346
H 1.6542 1.3711 3.0951
H 2.5355 2.6379 2.2590
H 0.6687 3.3514 4.2361
H -0.9533 4.4957 5.5826
H -2.5398 4.8676 4.9029
H -1.2129 6.0066 4.7085
H -2.7049 5.1141 2.3457
H -3.1898 4.7686 0.1549
H -2.7562 3.1921 -0.5239
H -1.7577 4.5978 -0.8663
H -1.7459 2.1496 -2.9661
H -1.5035 2.7407 -4.6112
H -2.3392 3.7561 -3.4370
H -0.3521 4.9998 -4.8235
C 4.0046 -6.3857 -2.9693
C 3.1544 -7.0658 -1.8934
N 2.2114 -6.1779 -1.2557
C 2.4697 -5.3139 -0.2521
S 1.1926 -4.5084 0.4511
N 3.7404 -5.1829 0.1633
C 4.1662 -4.2871 1.2089
C 5.1710 -3.2678 0.6881
H 4.6803 -7.1073 -3.4239
H 4.5975 -5.5738 -2.5516
H 3.3564 -5.9772 -3.7393
H 3.8011 -7.5106 -1.1279
H 2.5760 -7.8729 -2.3481
H 1.2743 -6.1392 -1.6238
H 4.4678 -5.6540 -0.3502
H 4.6132 -4.8654 2.0277
H 3.2725 -3.7795 1.5737
H 6.0670 -3.7599 0.3088
H 5.4538 -2.5952 1.4919
H 4.7314 -2.6776 -0.1121
```

Properties
Kohn-Sham gap (spin up / spin down), eV: 5.794 / 5.554
HOMO level (spin up / spin down), Eh: -0.23085 / -0.22186
Multiplicity: 2
<S²>: 0.76
Net charge: 0

Mulliken population analysis, charges in e, atoms 1 to 5: number 1, Ni, carries -0.74; number 2, O, carries -0.54; number 3, C, carries -0.80; number 4, C, carries 0.34; number 5, C, carries -0.69

Computed, not measured: a 10-piece molecular cluster, C50H63NO32 overall at a distorted geometry, with the ωB97M-V functional and the def2-TZVPD basis.

The geometry in XYZ format:
```
146
C50H63NO32 the ωB97M-V functional and the def2-TZVPD basis
C -5.1681 -2.2598 -1.0152
C -5.9518 -3.3712 -0.2755
O -7.0396 -3.0053 0.5783
C -6.7200 -2.1501 1.6621
C -7.3646 -0.7072 1.4633
O -8.3347 -0.8201 0.4253
C -8.9844 0.3435 0.0853
C -9.5205 1.1343 1.1009
C -10.2233 2.2305 0.7249
C -10.4028 2.6093 -0.5914
C -9.8691 1.8465 -1.6005
C -10.0014 2.1872 -3.0647
C -8.6863 2.9201 -3.5458
C -7.8583 3.4335 -2.3637
C -6.6870 4.3430 -2.8159
O -6.3489 5.2733 -1.7859
C -6.0512 4.6368 -0.5565
C -9.1697 0.6969 -1.2304
N -8.6414 -0.1607 -2.2648
C -11.2172 3.8517 -0.8746
O -10.9012 4.6664 -1.7082
C -12.4404 3.9874 0.0088
C -13.6374 4.4178 -0.4835
C -14.7001 4.4655 0.3901
C -14.5446 4.0928 1.6985
C -13.3274 3.6707 2.1731
C -12.2569 3.6134 1.3217
C -10.8901 3.1241 1.7471
O -10.3817 3.4397 2.7953
H -5.7713 -1.3772 -1.2394
H -4.3689 -1.9399 -0.3399
H -4.7699 -2.6512 -1.9544
H -5.2356 -3.9243 0.3503
H -6.3981 -4.0154 -1.0383
H -5.6363 -2.0898 1.8168
H -7.2003 -2.5786 2.5478
H -7.8296 -0.5048 2.4348
H -6.6206 0.0625 1.2222
H -9.4006 0.8887 2.1476
H -10.0692 1.2289 -3.5855
H -10.8648 2.8181 -3.2716
H -8.1080 2.1810 -4.1112
H -9.0253 3.7410 -4.1855
H -7.3855 2.5941 -1.8430
H -8.4592 4.0420 -1.6815
H -6.9640 4.9073 -3.7121
H -5.7944 3.7355 -3.0169
H -6.9722 4.5076 0.0379
H -5.3767 5.2534 0.0452
H -5.6138 3.6498 -0.7128
H -9.0815 -1.0665 -2.1276
H -7.6427 -0.2894 -2.1582
H -13.7674 4.6947 -1.5231
H -15.6923 4.7669 0.0695
H -15.3866 4.1025 2.3831
H -13.1736 3.3441 3.1977
O -2.2813 1.0835 -2.9337
C -1.8593 0.0431 -2.5433
O -2.6314 -0.9872 -2.1252
C -1.7671 -2.1282 -1.9690
C -0.4192 -1.4954 -1.7546
O -0.5426 -0.2607 -2.4689
H -2.0813 -2.7410 -1.1258
H -1.8068 -2.7255 -2.8823
H -0.2153 -1.2789 -0.7043
H 0.3940 -2.0961 -2.1546
O 3.5855 -3.2104 0.1799
C 3.6626 -2.0259 0.0593
O 4.8087 -1.3554 -0.1902
C 4.4601 0.0069 -0.4915
C 3.1266 0.1591 0.1872
O 2.6061 -1.1806 0.1584
H 5.2056 0.6938 -0.1078
H 4.3963 0.1230 -1.5727
H 3.2189 0.4789 1.2264
H 2.4651 0.8460 -0.3361
O 6.5957 2.7439 -2.7044
C 6.8033 1.7482 -3.3163
O 6.2579 0.5363 -3.0265
C 6.5570 -0.3443 -4.1112
C 7.7882 0.2862 -4.7163
O 7.6165 1.6689 -4.4012
H 6.7348 -1.3551 -3.7512
H 5.7094 -0.3568 -4.7998
H 8.7112 -0.0694 -4.2542
H 7.8519 0.1388 -5.7920
O -1.0258 -3.3568 -4.5328
C -1.3204 -2.6885 -5.4747
O -0.4317 -2.1519 -6.3418
C -1.1699 -1.6169 -7.4441
C -2.5303 -1.3716 -6.8373
O -2.5911 -2.3638 -5.8081
H -0.7048 -0.7081 -7.8179
H -1.1944 -2.3585 -8.2450
H -2.6150 -0.3837 -6.3805
H -3.3406 -1.5015 -7.5505
O 3.0024 -0.1219 3.7456
C 3.4474 -1.1679 4.0927
O 2.7004 -2.2257 4.4997
C 3.5717 -3.3559 4.6022
C 4.9215 -2.7116 4.8006
O 4.7713 -1.4602 4.1297
H 3.2835 -3.9957 5.4332
H 3.5145 -3.9310 3.6760
H 5.1436 -2.5236 5.8542
H 5.7331 -3.2902 4.3673
O 8.0466 -3.8973 5.1311
C 8.3699 -3.1690 6.0146
O 8.1853 -1.8268 6.0061
C 8.4887 -1.3361 7.3148
C 9.4107 -2.4023 7.8555
O 8.9741 -3.5739 7.1571
H 8.9588 -0.3571 7.2631
H 7.5609 -1.2544 7.8846
H 10.4578 -2.2149 7.6096
H 9.3185 -2.5343 8.9308
O 12.5139 0.4419 4.9375
C 11.8552 -0.2890 4.2706
O 12.1527 -1.5953 4.0404
C 11.0184 -2.1859 3.4010
C 10.3325 -1.0031 2.7691
O 10.7065 0.0684 3.6442
H 11.3277 -2.9284 2.6695
H 10.4014 -2.6711 4.1599
H 10.7043 -0.7906 1.7653
H 9.2517 -1.1149 2.7276
O 11.5716 -3.2719 -0.2097
C 12.0303 -4.3163 0.1219
O 11.2956 -5.3841 0.5231
C 12.1752 -6.5067 0.6146
C 13.5216 -5.8521 0.8136
O 13.3572 -4.5968 0.1504
H 11.8936 -7.1534 1.4422
H 12.1186 -7.0757 -0.3154
H 13.7470 -5.6684 1.8660
H 14.3366 -6.4205 0.3719
O 5.5844 2.6103 0.3797
C 5.6687 3.7893 0.2552
O 6.8217 4.4512 0.0054
C 6.4876 5.8030 -0.3067
C 5.1468 5.9726 0.3672
O 4.6204 4.6457 0.3449
H 7.2416 6.4872 0.0762
H 6.4293 5.9098 -1.3916
H 5.2375 6.2996 1.4053
H 4.4911 6.6592 -0.1632
```

Properties
Kohn-Sham gap, eV: 8.833
HOMO level, Eh: -0.32546
Multiplicity: 1
Net charge: 0
Structure (SMILES): CCOCCOc1cc2c(c(CCCCOC)c1N)C(=O)c1ccccc1C2=O.O=C1OCCO1.O=C1OCCO1.O=C1OCCO1.O=C1OCCO1.O=C1OCCO1.O=C1OCCO1.O=C1OCCO1.O=C1OCCO1.O=C1OCCO1

Mulliken population analysis, charges in e, atoms 1 to 5: number 1, C, carries -0.41; number 2, C, carries -0.64; number 3, O, carries -0.40; number 4, C, carries -0.58; number 5, C, carries -0.45

Computed, not measured: C50H64AuN5O2P3Te as an isolated structure, with the ωB97M-V functional and the def2-TZVPD basis.

The geometry in XYZ format:
```
126
C50H64AuN5O2P3Te the ωB97M-V functional and the def2-TZVPD basis
Au 1.1618 1.2687 0.2034
N 0.5131 3.9901 -0.9087
P 1.0144 3.5242 0.6391
C 2.7092 4.0904 0.8616
C 3.5688 3.3480 1.6677
C 4.8644 3.7863 1.8867
C 5.3081 4.9579 1.2913
C 4.4561 5.6981 0.4832
C 3.1564 5.2708 0.2734
C 0.0237 4.3868 1.8546
C 0.1617 4.0106 3.1893
C -0.5313 4.6953 4.1720
C -1.3558 5.7579 3.8249
C -1.4881 6.1380 2.4969
C -0.8011 5.4532 1.5072
P 0.9820 2.6584 -1.8739
C 2.1844 3.2663 -3.0572
C 3.2693 2.4681 -3.4040
C 4.1870 2.9229 -4.3387
C 4.0219 4.1695 -4.9211
C 2.9361 4.9668 -4.5808
C 2.0146 4.5182 -3.6524
C -0.4472 1.9911 -2.7179
C -1.4606 2.8166 -3.2010
C -2.4893 2.2670 -3.9479
C -2.4942 0.9051 -4.2229
C -1.4858 0.0849 -3.7380
C -0.4646 0.6233 -2.9740
H 0.6677 4.9430 -1.2295
H 3.2316 2.4217 2.1189
H 5.5280 3.2120 2.5169
H 6.3204 5.2957 1.4567
H 4.8026 6.6109 0.0213
H 2.5045 5.8705 -0.3501
H 0.8114 3.1861 3.4625
H -0.4260 4.4053 5.2077
H -1.8940 6.2935 4.5936
H -2.1282 6.9668 2.2313
H -0.9314 5.7392 0.4723
H 3.3981 1.4984 -2.9448
H 5.0315 2.3060 -4.6092
H 4.7389 4.5233 -5.6478
H 2.8064 5.9334 -5.0459
H 1.1589 5.1391 -3.4152
H -1.4528 3.8787 -2.9915
H -3.2787 2.8995 -4.3273
H -3.2918 0.4836 -4.8184
H -1.4985 -0.9788 -3.9372
H 0.3113 -0.0214 -2.5769
C -1.0403 -0.0316 3.1478
N -2.3752 -0.0115 2.5776
C -3.4624 -0.0272 3.5524
P -2.6177 0.3859 0.9890
O -1.3039 0.5697 0.3034
N -3.5158 -0.7560 0.1991
C -4.8545 -1.1263 0.6303
C -3.1975 -1.1499 -1.1595
N -3.6523 1.6896 1.0582
C -4.3814 2.0650 -0.1495
C -3.2207 2.8600 1.8031
H -0.9151 -0.9109 3.7822
H -0.8492 0.8574 3.7595
H -0.2983 -0.0721 2.3522
H -3.0586 -0.3400 4.5138
H -4.2366 -0.7424 3.2801
H -3.9243 0.9535 3.6790
H -5.2408 -0.4164 1.3589
H -4.8729 -2.1284 1.0658
H -5.5323 -1.1175 -0.2259
H -2.1494 -0.9590 -1.3638
H -3.8090 -0.6002 -1.8838
H -3.3949 -2.2142 -1.2970
H -4.8387 1.1969 -0.6114
H -3.7299 2.5528 -0.8858
H -5.1754 2.7611 0.1225
H -2.6437 2.5705 2.6804
H -4.0934 3.4270 2.1312
H -2.6003 3.5111 1.1828
C 4.2827 0.3482 -0.7200
C 3.3688 -0.7626 -0.2588
O 3.8933 -1.8862 -0.0854
N 2.0680 -0.5636 -0.1053
Te 1.5813 -2.6989 0.6142
C 1.3353 -4.5678 1.7056
C 0.9309 -4.5411 3.0347
C 0.6591 -3.2840 3.8111
C 0.7310 -5.7670 3.6648
C 0.9421 -6.9704 3.0084
C 0.7388 -8.2812 3.7062
C 1.3810 -6.9402 1.6871
C 1.5973 -5.7499 1.0086
C 2.0871 -5.7874 -0.4114
C 0.1774 -3.1243 -0.8890
C -1.0851 -3.5554 -0.4741
C -1.5212 -3.5815 0.9635
C -1.9776 -3.9882 -1.4486
C -1.6595 -3.9713 -2.8003
C -2.6330 -4.4523 -3.8354
C -0.4026 -3.5076 -3.1752
C 0.5417 -3.0986 -2.2425
C 1.8922 -2.6690 -2.7417
H 5.1519 0.3678 -0.0654
H 3.8048 1.3251 -0.7252
H 4.6381 0.0923 -1.7183
H 1.0861 -2.3929 3.3435
H 1.0781 -3.3601 4.8137
H -0.4162 -3.1231 3.9141
H 0.4089 -5.7745 4.6981
H 0.2938 -8.1445 4.6889
H 1.6909 -8.7964 3.8343
H 0.0910 -8.9350 3.1231
H 1.5774 -7.8727 1.1735
H 2.6035 -6.7258 -0.6027
H 2.7932 -4.9804 -0.6273
H 1.2578 -5.7105 -1.1170
H -0.9980 -2.8376 1.5728
H -1.3531 -4.5641 1.4077
H -2.5822 -3.3569 1.0385
H -2.9533 -4.3426 -1.1382
H -3.6005 -4.6818 -3.3959
H -2.2600 -5.3550 -4.3202
H -2.7773 -3.7051 -4.6155
H -0.1333 -3.4969 -4.2240
H 2.2022 -3.3040 -3.5711
H 2.6708 -2.7204 -1.9821
H 1.8564 -1.6424 -3.1153
```

Properties
Kohn-Sham gap (spin up / spin down), eV: 8.165 / 5.800
HOMO level (spin up / spin down), Eh: -0.45518 / -0.47710
Multiplicity: 4
<S²>: 3.77
Net charge: +2

Mulliken population analysis, charges in e, atoms 1 to 5: number 1, Au, carries 2.32; number 2, N, carries 0.34; number 3, P, carries -1.19; number 4, C, carries 1.01; number 5, C, carries -0.19